Record 1
Below is 7 unconnected molecules or ions with the total composition C22H54F18N4O3P3 at a distorted geometry, with properties calculated with wB97M-V/def2-TZVPD.

Geometry as XYZ:
```
104
C22H54F18N4O3P3 (wB97M-V/def2-TZVPD)
P -1.514 -4.850 -1.754
P -0.560 -0.259 1.670
P -5.608 1.063 2.899
F -0.193 0.224 0.149
F 0.831 -1.090 1.859
F 0.267 1.054 2.067
F -5.812 -0.487 2.408
F -1.284 -1.513 0.970
F -2.159 -5.971 -0.792
F -6.743 0.691 4.051
F -6.785 1.647 1.942
F -1.049 -0.524 3.226
F -4.544 1.407 1.737
F -0.156 -5.789 -1.538
F -1.927 0.556 1.392
F -5.468 2.564 3.478
F -0.672 -3.936 -2.808
F -4.374 0.580 3.823
F -2.885 -4.052 -1.941
F -2.064 -5.824 -3.021
F -1.185 -3.888 -0.471
O 1.498 0.132 -4.250
O -3.138 4.601 3.600
O -5.366 -3.624 0.843
N -2.018 2.404 3.396
N 4.476 0.996 0.533
N -1.163 0.484 -3.330
N -3.115 -3.470 1.657
C 3.377 3.045 -2.736
C 4.602 1.942 -0.666
C 5.411 1.026 2.816
C -2.561 3.751 2.849
C 4.466 -1.147 -0.885
C -2.286 2.215 4.889
C -0.827 0.415 -4.910
C 0.527 -0.169 -5.224
C -2.654 0.785 -3.161
C 3.854 1.145 2.931
C 2.669 -3.104 -1.349
C -2.209 4.003 1.428
C 5.851 0.944 1.335
C 3.357 2.127 -1.550
C -4.090 -1.752 -0.107
C -4.323 -3.063 0.708
C -3.162 -2.666 2.964
C -0.425 1.605 -2.596
C -0.966 -0.908 -2.650
C 4.154 -2.686 -0.790
C 3.560 1.728 1.525
C 3.901 -0.426 0.297
H 5.413 1.644 -1.330
H 0.398 -1.245 -5.345
H -3.042 3.723 0.783
H -1.619 -1.680 -3.057
H -1.021 2.258 3.329
H -3.283 0.050 -3.663
H -3.477 -0.986 0.368
H 3.752 2.799 1.465
H 3.861 3.975 -2.438
H 3.620 1.781 3.784
H 3.366 0.186 3.106
H -4.076 -2.858 3.527
H 2.381 3.170 -3.160
H -0.917 1.667 -1.626
H 3.992 2.511 -3.460
H 5.526 -0.919 -1.002
H 3.029 1.128 -1.838
H -0.451 2.558 -3.126
H 4.122 -3.072 0.228
H 1.946 -2.293 -1.267
H 4.929 2.944 -0.390
H -2.147 5.073 1.229
H -1.317 3.530 1.019
H 5.766 0.099 3.265
H -1.667 -0.163 -5.295
H -0.917 1.422 -5.318
H -1.222 -0.727 -1.606
H 5.917 1.768 3.434
H -1.807 3.057 5.388
H -5.067 -1.271 -0.148
H 2.654 -3.309 -2.419
H 2.530 1.750 1.171
H -3.033 -1.632 2.644
H -2.207 -2.928 3.419
H 0.581 1.230 -2.404
H 4.064 -0.755 -1.819
H -3.358 2.373 5.010
H -2.283 1.705 2.717
H 0.740 0.137 -6.248
H 4.912 -3.259 -1.325
H -2.055 1.183 5.153
H 2.219 -3.887 -0.740
H 6.384 1.869 1.114
H 2.526 2.514 -0.961
H 2.839 -0.319 0.077
H -2.326 -3.139 1.121
H -2.882 1.786 -3.528
H -2.913 -4.459 1.686
H 2.285 0.367 -4.746
H 0.068 -1.210 -2.814
H 3.932 -0.907 1.275
H 6.428 0.075 1.022
H -2.952 0.790 -2.112
H -3.659 -2.042 -1.066
```

Summary:
spin multiplicity	2
LUMO (alpha / beta)	-0.037 / -0.039	Ha
total charge	0
gap between HOMO and LUMO (alpha / beta)	1.8 / 6.5	eV

Atom charges from the Mulliken analysis, given in e for atoms 1 to 2: number 1, P, carries 1.262; number 2, P, carries 1.886


Record 2
Below is a molecular structure, C20H23NO4 at a distorted geometry, with properties calculated with wB97M-V/def2-TZVPD.

Geometry as XYZ:
```
48
C20H23NO4 (wB97M-V/def2-TZVPD)
O -1.424 -1.588 0.417
O 4.908 -0.728 0.175
O -1.055 0.799 2.573
O -4.636 4.781 1.260
N -3.553 2.317 1.289
C 4.028 -1.287 -0.590
C -2.183 0.441 1.875
C 0.888 -1.066 1.063
C 1.702 -1.560 -1.509
C 4.666 -4.209 -3.193
C -2.747 3.281 1.875
C -5.262 3.619 0.921
C -3.939 4.272 2.373
C 2.513 -1.399 -0.323
C 0.060 -1.314 0.223
C 4.077 -3.395 -2.173
C 2.201 -1.178 0.919
C 4.743 -2.135 -1.572
C 0.598 -1.431 -1.014
C -1.990 -1.348 1.535
C -2.676 1.044 0.910
C 6.409 -2.446 -3.428
C -4.492 2.572 0.290
C 5.838 -1.644 -2.544
C 5.694 -3.417 -3.835
H 5.948 -3.944 -4.808
H -2.934 0.294 2.891
H -2.905 -1.588 1.497
H 2.058 -1.667 -2.521
H 7.094 -2.038 -4.253
H -4.053 2.943 -0.791
H -2.062 1.275 0.139
H 6.279 -0.599 -2.242
H -0.355 -1.539 -1.887
H -5.955 3.463 1.521
H -6.083 4.217 0.043
H 0.491 -1.253 2.364
H -4.979 1.790 -0.033
H 4.154 -4.856 -3.514
H 3.228 -3.565 -1.580
H -0.438 1.004 1.656
H -4.493 3.762 3.209
H -3.170 5.127 2.847
H 2.879 -1.117 1.572
H -3.459 0.362 0.137
H -1.362 -1.669 2.402
H -2.160 3.755 1.126
H -2.089 2.864 2.704
```

Summary:
spin multiplicity	1
LUMO	-0.015	Ha
total charge	0
gap between HOMO and LUMO	7.8	eV
energy above the lowest of the compared OMol25 structures with the same formula, charge and spin	2181.4	kJ/mol

Atom charges from the natural (NBO) analysis, given in e for atoms 1 to 2: number 1, O, carries -0.498; number 2, O, carries -0.551


Record 3
Below is a molecular structure, C8H5F13NO4S2Sr at a distorted geometry, with properties calculated with wB97M-V/def2-TZVPD.

Geometry as XYZ:
```
34
C8H5F13NO4S2Sr (wB97M-V/def2-TZVPD)
Sr 0.678 -2.800 0.065
S 2.889 0.875 1.945
S 3.973 -1.175 0.562
F -4.621 0.119 -0.778
F -2.561 -0.683 -2.412
F -2.963 -0.975 2.001
F -5.211 -0.870 1.062
F 0.360 2.062 -1.916
F -4.838 1.260 1.058
F -2.874 -1.999 -0.476
F -2.145 1.138 -1.340
F -1.028 -1.463 0.525
F -0.466 0.089 -3.325
F -2.333 0.955 1.302
F 1.851 0.515 -2.108
F 0.213 -1.491 -2.021
O 3.343 1.972 2.728
O 4.858 -2.268 0.803
O 3.843 -0.807 -0.825
O 1.856 0.051 2.550
N 4.213 0.028 1.536
C -1.789 -0.143 -1.458
C 0.698 0.844 -1.480
C -2.965 -0.159 0.927
C 2.159 1.612 0.460
C -2.149 -0.936 -0.144
C -0.326 -0.193 -2.036
C 0.955 0.803 0.008
C -4.463 0.097 0.544
H 1.197 -0.221 0.279
H 2.956 1.697 -0.268
H 0.110 1.135 0.601
H 1.856 2.610 0.738
H 2.724 -1.678 0.895
```

Summary:
spin multiplicity	1
LUMO	-0.224	Ha
total charge	+1
gap between HOMO and LUMO	6.5	eV

Atom charges from the natural (NBO) analysis, given in e for atoms 1 to 2: number 1, Sr, carries 1.930; number 2, S, carries 2.287


Record 4
Below is a single C2H4ClNOS molecule at a distorted geometry, with properties calculated with wB97M-V/def2-TZVPD.

Geometry as XYZ:
```
10
C2H4ClNOS (wB97M-V/def2-TZVPD)
Cl -3.158 -1.520 -0.375
S -1.851 -0.169 -1.538
O -0.231 1.830 1.211
N -0.559 0.245 -0.666
C 0.523 -0.541 -0.128
C -1.039 1.425 0.511
H -2.200 1.572 0.271
H 0.429 -1.665 -0.022
H 0.798 -0.217 0.789
H 1.330 -0.415 -0.728
```

Summary:
spin multiplicity	1
LUMO	-0.010	Ha
total charge	0
gap between HOMO and LUMO	8.9	eV
energy above the lowest of the compared OMol25 structures with the same formula, charge and spin	173.1	kJ/mol
SMILES	CN(C=O)SCl

Atom charges from the natural (NBO) analysis, given in e for atoms 1 to 2: number 1, Cl, carries -0.327; number 2, S, carries 0.523


Question: Look up the spin multiplicity of the second one.
Answer: 1


Copy entry 2 word for word.
Below is a molecular structure, C20H23NO4 at a distorted geometry, with properties calculated with wB97M-V/def2-TZVPD.

Geometry as XYZ:
```
48
C20H23NO4 (wB97M-V/def2-TZVPD)
O -1.424 -1.588 0.417
O 4.908 -0.728 0.175
O -1.055 0.799 2.573
O -4.636 4.781 1.260
N -3.553 2.317 1.289
C 4.028 -1.287 -0.590
C -2.183 0.441 1.875
C 0.888 -1.066 1.063
C 1.702 -1.560 -1.509
C 4.666 -4.209 -3.193
C -2.747 3.281 1.875
C -5.262 3.619 0.921
C -3.939 4.272 2.373
C 2.513 -1.399 -0.323
C 0.060 -1.314 0.223
C 4.077 -3.395 -2.173
C 2.201 -1.178 0.919
C 4.743 -2.135 -1.572
C 0.598 -1.431 -1.014
C -1.990 -1.348 1.535
C -2.676 1.044 0.910
C 6.409 -2.446 -3.428
C -4.492 2.572 0.290
C 5.838 -1.644 -2.544
C 5.694 -3.417 -3.835
H 5.948 -3.944 -4.808
H -2.934 0.294 2.891
H -2.905 -1.588 1.497
H 2.058 -1.667 -2.521
H 7.094 -2.038 -4.253
H -4.053 2.943 -0.791
H -2.062 1.275 0.139
H 6.279 -0.599 -2.242
H -0.355 -1.539 -1.887
H -5.955 3.463 1.521
H -6.083 4.217 0.043
H 0.491 -1.253 2.364
H -4.979 1.790 -0.033
H 4.154 -4.856 -3.514
H 3.228 -3.565 -1.580
H -0.438 1.004 1.656
H -4.493 3.762 3.209
H -3.170 5.127 2.847
H 2.879 -1.117 1.572
H -3.459 0.362 0.137
H -1.362 -1.669 2.402
H -2.160 3.755 1.126
H -2.089 2.864 2.704
```

Summary:
spin multiplicity	1
LUMO	-0.015	Ha
total charge	0
gap between HOMO and LUMO	7.8	eV
energy above the lowest of the compared OMol25 structures with the same formula, charge and spin	2181.4	kJ/mol

Atom charges from the natural (NBO) analysis, given in e for atoms 1 to 2: number 1, O, carries -0.498; number 2, O, carries -0.551